No. 1
{
  "formula": "C27H45F12N3OP2SbSi2Sr",
  "method": "ωB97M-V/def2-TZVPD",
  "total_charge": -1,
  "lumo_ev": 2.33,
  "de_lowest_kcal_mol": 0.0,
  "e_tot_ha": -4027.0909,
  "homo_lumo_gap_ev": 7.43,
  "homo_ha": -0.18732,
  "elements": ["Sr", "C", "Si", "C", "C", "C", "C", "C", "C", "C", "Si", "C", "C", "H", "H", "H", "H", "H", "H", "H", "H", "H", "H", "H", "H", "H", "H", "H", "H", "C", "C", "C", "C", "N", "C", "C", "C", "C", "C", "C", "C", "H", "H", "H", "H", "H", "H", "H", "H", "N", "C", "C", "N", "H", "H", "H", "H", "H", "H", "H", "H", "F", "P", "F", "F", "F", "F", "F", "C", "Sb", "C", "C", "H", "H", "H", "H", "H", "H", "H", "H", "H", "F", "P", "F", "F", "F", "F", "F", "C", "O", "H", "H", "H", "H"],
  "xyz": [[-0.81802, -1.16347, -0.30839], [-1.04942, 2.91482, 3.58736], [0.74038, 2.54484, 3.17928], [1.17020, 0.89129, 3.94104], [1.86005, 3.98832, 3.67816], [2.21883, 4.59704, 4.88463], [3.04564, 5.70776, 4.87675], [3.51853, 6.22632, 3.67145], [3.16926, 5.63602, 2.46839], [2.34059, 4.51049, 2.45851], [1.59685, 3.36994, 1.14640], [2.91304, 2.53671, 0.09499], [0.43399, 4.20734, -0.05030], [-1.12664, 3.24849, 4.62583], [-1.65773, 2.01222, 3.49313], [-1.47032, 3.69539, 2.95198], [0.65676, 0.78528, 4.89966], [2.24238, 0.76508, 4.09762], [0.79450, 0.08846, 3.30762], [1.85598, 4.20908, 5.83066], [3.32719, 6.18077, 5.81036], [4.16359, 7.09715, 3.67808], [3.54840, 6.05572, 1.54244], [3.31233, 3.27250, -0.60864], [2.47414, 1.74176, -0.50806], [3.74238, 2.13044, 0.67596], [0.98546, 4.91303, -0.67746], [-0.36956, 4.74621, 0.45350], [-0.00413, 3.45161, -0.70808], [-5.39896, -0.32566, -1.50324], [-5.39182, 0.57201, -2.55950], [-4.18593, 0.96945, -3.10308], [-2.98494, 0.47032, -2.58941], [-3.00813, -0.38359, -1.55426], [-4.17498, -0.77108, -1.04031], [-1.64939, 0.88332, -3.12619], [-1.61262, 1.46191, -4.40076], [-0.42528, 1.94980, -4.91672], [0.72822, 1.84549, -4.15036], [0.67829, 1.20020, -2.91940], [-0.49034, 0.66234, -2.34564], [-6.31866, -0.66547, -1.04853], [-6.32055, 0.96532, -2.95512], [-4.17604, 1.68848, -3.90850], [-4.12384, -1.46889, -0.21088], [-2.50692, 1.52424, -5.00979], [-0.39696, 2.40125, -5.90126], [1.66145, 2.25318, -4.52749], [1.62116, 1.11585, -2.37994], [1.80033, -0.64276, 0.67734], [2.35348, -1.73301, 1.49669], [1.81637, -3.09073, 1.04893], [0.36048, -3.07860, 1.16093], [2.28973, -0.63417, -0.21915], [1.99605, 0.25123, 1.11439], [2.04310, -1.56466, 2.52941], [3.44958, -1.73285, 1.48690], [2.29031, -3.88374, 1.63786], [2.08659, -3.26235, 0.00248], [0.07672, -2.92399, 2.12300], [-0.09532, -3.93467, 0.85978], [0.01357, -3.13971, -1.91429], [-1.21718, -4.25658, -2.13227], [-1.90223, -3.24059, -3.16534], [-2.39426, -5.31834, -2.30071], [-0.36019, -4.93039, -3.30916], [-0.48106, -5.19196, -1.03586], [-2.02586, -3.51591, -0.90691], [4.58504, -3.01997, -2.89017], [2.97365, -1.58930, -2.85372], [1.85482, -2.44932, -4.45184], [4.02105, -0.17769, -4.08854], [4.90064, -3.19693, -3.91844], [4.25637, -3.96066, -2.44880], [5.42702, -2.63810, -2.31254], [2.48016, -2.51962, -5.34173], [0.99299, -1.81129, -4.64598], [1.49203, -3.43168, -4.15720], [4.55551, -0.71581, -4.87134], [4.72738, 0.40158, -3.49425], [3.29669, 0.49916, -4.53829], [-1.25662, -0.67796, 2.31151], [-2.51854, -1.50925, 3.03330], [-2.24599, -0.69407, 4.38559], [-1.45439, -2.63662, 3.48619], [-2.69916, -2.25737, 1.58791], [-3.52186, -0.34594, 2.52431], [-3.72038, -2.33033, 3.66638], [-2.47542, 2.27722, 0.09839], [-1.63342, 1.30981, 0.71440], [-2.48657, 3.20813, 0.67299], [-3.49726, 1.90286, -0.00457], [-2.06966, 2.46854, -0.89192], [-2.02774, 1.04968, 1.55592]],
  "forces_ev_per_angstrom": [[-0.0449, 0.3398, -0.0039], [-0.1210, -0.0330, -0.0025], [0.0600, 0.0353, -0.1260], [-0.0012, -0.0103, 0.0152], [0.0345, 0.0885, 0.1364], [-0.0106, -0.0202, -0.0587], [0.0244, 0.0197, 0.0053], [0.0075, 0.0074, 0.0056], [-0.0150, -0.0439, -0.0233], [0.0257, 0.1002, 0.0973], [-0.0026, -0.0706, -0.0434], [0.0017, -0.0389, 0.0093], [-0.0487, 0.0038, -0.0634], [0.0125, -0.0039, 0.0033], [-0.0165, 0.0268, 0.0114], [0.0024, -0.0014, -0.0047], [0.0549, 0.0186, 0.0453], [0.0156, -0.0216, -0.0332], [-0.0109, -0.0454, -0.0162], [-0.0092, -0.0099, -0.0040], [0.0044, 0.0034, -0.0045], [-0.0006, 0.0009, 0.0159], [-0.0148, -0.0156, -0.0152], [0.0455, 0.0237, 0.0377], [-0.0114, -0.0229, -0.0244], [-0.0076, -0.0147, 0.0159], [-0.0103, 0.0206, 0.0064], [-0.0081, -0.0051, -0.0067], [0.0035, 0.0306, 0.0006], [-0.0096, 0.0292, -0.0274], [0.0102, -0.0028, -0.0045], [-0.0606, 0.0669, 0.0103], [0.1737, -0.1015, -0.0095], [-0.1048, -0.1270, -0.0715], [-0.0195, -0.0176, 0.0323], [-0.1463, -0.2206, 0.0051], [0.0347, 0.0914, 0.0528], [0.0382, 0.0036, -0.0123], [-0.0365, 0.0171, -0.0310], [-0.0667, -0.0018, 0.0126], [0.1395, 0.0074, -0.0209], [0.0151, -0.0163, 0.0178], [-0.0010, 0.0021, 0.0003], [0.0151, 0.0014, 0.0064], [0.0078, 0.0007, -0.0099], [0.0094, 0.0108, -0.0124], [-0.0128, -0.0014, -0.0026], [0.0174, -0.0127, 0.0203], [0.0068, -0.0157, -0.0053], [0.0626, -0.1452, -0.1560], [-0.0753, -0.0626, 0.0235], [-0.0595, 0.1175, -0.1562], [-0.1450, -0.0143, 0.1458], [-0.1308, 0.0271, 0.0696], [-0.1013, 0.0008, 0.0305], [0.0089, 0.0042, 0.0517], [-0.0035, -0.1237, -0.0067], [0.0520, 0.0287, 0.0512], [-0.0530, -0.0139, 0.0081], [-0.0038, -0.0192, 0.0030], [0.2943, -0.0834, -0.1334], [-0.1958, 0.0999, 0.1433], [0.2731, -0.0393, -0.1599], [-0.0207, -0.0196, -0.0075], [-0.0288, 0.0469, 0.0333], [-0.0050, -0.0056, 0.0354], [-0.0225, 0.0004, 0.0217], [0.0954, 0.1716, 0.0502], [-0.0540, -0.0429, -0.0154], [0.0272, -0.0296, 0.0435], [-0.0417, 0.0446, 0.0463], [-0.0159, 0.0173, 0.0314], [0.0210, -0.0160, 0.0013], [0.0121, -0.0105, -0.0077], [0.0148, -0.0057, -0.0097], [-0.0040, -0.0097, -0.0084], [-0.0019, -0.0051, -0.0301], [-0.0014, -0.0070, -0.0150], [0.0079, 0.0245, -0.0226], [0.0124, 0.0047, -0.0181], [0.0093, 0.0130, -0.0176], [0.0229, -0.0627, 0.2179], [0.2524, 0.0543, -0.1462], [-0.0509, -0.0068, -0.0007], [-0.0669, -0.0326, -0.0013], [-0.0186, -0.0515, 0.0925], [0.0389, 0.1134, -0.0420], [-0.0308, 0.0012, -0.0147], [0.0090, -0.0487, 0.0188], [-0.0317, 0.0040, -0.0354], [0.0006, -0.0015, -0.0049], [-0.0155, 0.0154, 0.0051], [0.0019, 0.0115, 0.0042], [-0.0077, -0.0187, -0.0452]]
}

---

No. 2
{
  "formula": "CH6N3O",
  "method": "ωB97M-V/def2-TZVPD",
  "total_charge": 1,
  "lumo_ev": -6.25,
  "de_lowest_kcal_mol": 103.0,
  "e_tot_ha": -280.7692,
  "homo_lumo_gap_ev": 7.31,
  "homo_ha": -0.49813,
  "elements": ["C", "N", "N", "N", "O", "H", "H", "H", "H", "H", "H"],
  "xyz": [[0.01159, -1.77843, 0.21930], [-0.32108, 0.24968, 0.95366], [0.47427, 2.06338, -1.29963], [0.29671, -0.43495, 0.13285], [-0.43080, 2.83362, -1.15152], [-0.72935, -2.22920, 0.96804], [0.94741, -2.28402, 0.22806], [-0.26037, -2.05142, -0.78505], [-0.99570, -0.22010, 1.54087], [-0.14451, 1.25503, 1.09069], [1.15182, 2.59640, -1.89728]],
  "forces_ev_per_angstrom": [[-1.4101, -2.3436, -0.0901], [0.4359, 0.2717, -0.2643], [0.2889, 1.1124, -0.3972], [-0.0740, 1.6982, 1.4223], [-0.7762, -0.2420, 0.5328], [0.9608, 1.1478, -0.7748], [1.1149, -0.4956, 0.4689], [-0.5907, -0.2561, -0.7542], [-0.4558, 0.0666, 0.6479], [-0.0110, -0.2996, -0.6415], [0.5173, -0.6599, -0.1498]]
}